This record from OMol25 describes a 12-piece molecular cluster, C72H162Br3N9 overall at a distorted geometry. The level of theory is ωB97M-V/def2-TZVPD.

```
246
Properties=species:S:1:pos:R:3:forces:R:3
C 3.560 4.376 -9.247 -0.3 -0.8 -0.6
C 3.046 3.551 -8.093 -0.8 1.1 2.2
C 2.428 4.596 -7.051 1.7 -2.2 0.2
N 2.054 3.902 -5.694 -0.9 3.2 -1.4
C 0.859 3.035 -5.950 1.3 -0.9 1.1
C 3.291 3.307 -5.035 -0.5 -0.8 -0.6
C 3.178 3.534 -3.556 -0.7 0.4 1.4
C 2.039 4.508 -3.348 -1.5 2.5 0.0
C 1.606 5.084 -4.716 2.3 -0.7 0.2
H 2.757 4.979 -9.669 0.2 -0.1 -0.4
H 3.969 3.657 -9.957 -0.1 0.4 -0.5
H 4.382 5.024 -8.941 -0.1 0.0 0.1
H 3.898 3.018 -7.670 0.1 0.3 0.5
H 2.316 2.748 -8.193 -0.2 0.2 -1.2
H 1.551 5.142 -7.400 0.1 -0.1 -0.1
H 3.282 5.235 -6.829 -0.5 0.5 0.2
H 0.042 3.616 -6.380 0.2 -0.1 0.2
H 0.664 2.582 -4.978 -0.7 0.2 0.1
H 1.143 2.185 -6.570 0.0 0.3 -0.3
H 3.372 2.261 -5.330 -0.1 0.0 0.0
H 4.163 3.806 -5.457 -0.2 0.1 0.0
H 2.940 2.722 -2.868 0.6 -0.6 -0.5
H 4.059 4.037 -3.156 0.2 -0.5 -0.1
H 1.112 4.279 -2.824 0.3 -1.2 0.3
H 2.421 5.329 -2.741 -0.1 0.2 0.0
H 0.617 5.518 -4.855 -0.3 -1.0 -0.1
H 2.248 5.942 -4.918 0.3 -0.3 -0.5
C -1.410 1.943 -2.292 -0.3 -0.1 0.2
C -0.368 1.662 -1.207 0.1 -1.0 -0.4
C -0.482 0.229 -0.635 -0.1 0.9 1.3
N 0.560 -0.114 0.490 0.1 -1.0 -0.3
C 0.659 1.011 1.563 -0.7 -0.5 -1.0
C 1.939 -0.481 -0.155 0.2 1.1 1.1
C 2.003 -1.981 -0.361 -0.6 0.8 0.3
C 1.224 -2.525 0.835 -1.4 0.2 0.1
C 0.107 -1.461 1.192 0.5 -0.2 -0.8
H -1.232 2.921 -2.738 0.0 0.2 0.1
H -2.432 1.942 -1.914 0.0 0.1 0.3
H -1.409 1.243 -3.128 0.4 -0.3 0.1
H -0.504 2.375 -0.394 0.3 0.0 -0.1
H 0.595 1.752 -1.709 0.3 0.4 0.5
H -0.479 -0.530 -1.418 0.5 -0.2 0.1
H -1.431 0.151 -0.105 -0.2 0.1 0.0
H -0.355 1.173 1.929 -0.1 -0.3 0.1
H 0.975 1.951 1.110 0.6 -0.4 -0.2
H 1.314 0.669 2.364 0.0 -0.1 -0.2
H 2.683 -0.171 0.578 0.0 0.2 0.0
H 2.108 0.140 -1.035 -0.2 0.0 0.1
H 3.019 -2.375 -0.392 0.0 0.3 -0.1
H 1.522 -2.150 -1.324 -0.2 -0.7 0.0
H 1.801 -2.678 1.747 0.4 0.2 -0.2
H 0.822 -3.508 0.593 -0.3 0.0 0.1
H -0.057 -1.403 2.268 0.8 0.8 0.3
H -0.918 -1.655 0.877 0.2 -0.3 -0.8
C 5.881 0.782 3.219 0.2 0.6 0.7
C 5.092 -0.432 3.769 0.2 0.1 -0.5
C 6.015 -1.525 4.247 -0.4 0.4 0.8
N 5.342 -2.663 5.060 0.4 0.1 -0.6
C 4.180 -3.246 4.234 1.5 1.0 1.4
C 4.961 -2.281 6.528 -0.6 1.0 -1.2
C 5.715 -3.202 7.423 -0.4 1.0 0.7
C 6.989 -3.410 6.636 0.0 -1.4 1.6
C 6.443 -3.706 5.287 0.2 -0.2 -1.2
H 5.328 1.426 2.534 -0.5 -0.1 0.3
H 6.841 0.711 2.708 0.0 -1.1 0.0
H 6.146 1.356 4.106 0.0 0.4 -0.1
H 4.404 -0.805 3.010 -0.2 0.0 0.1
H 4.549 -0.094 4.651 -0.5 0.0 -0.2
H 6.682 -1.047 4.965 0.5 -0.3 -0.2
H 6.556 -1.942 3.398 0.1 -0.3 0.3
H 3.871 -4.152 4.756 0.0 -0.1 -0.4
H 4.676 -3.381 3.273 -0.7 -0.4 -0.2
H 3.386 -2.500 4.255 -0.1 -0.1 -0.3
H 3.883 -2.275 6.690 -0.1 -0.1 -0.5
H 5.304 -1.262 6.705 0.0 0.1 -0.4
H 5.084 -4.059 7.660 0.6 -0.4 0.0
H 5.836 -2.587 8.315 0.3 -0.6 0.4
H 7.560 -4.254 7.022 0.0 -0.1 -0.1
H 7.649 -2.553 6.770 -0.1 0.2 -0.6
H 5.950 -4.669 5.150 0.0 -0.2 0.8
H 7.235 -3.735 4.538 -0.3 0.7 -0.4
C 0.209 -5.124 3.784 -0.9 -0.7 -0.1
C 0.362 -4.534 5.190 -1.1 -1.4 -0.2
C 0.306 -5.716 6.233 0.6 -0.2 -0.3
N 0.523 -5.405 7.659 0.2 2.3 1.1
C 1.843 -4.567 7.743 -1.3 -1.0 0.8
C -0.671 -4.619 8.283 0.1 -0.8 0.2
C -0.567 -4.885 9.763 0.4 0.8 1.6
C 0.209 -6.173 10.002 0.8 -0.5 -0.8
C 0.551 -6.669 8.608 0.2 0.8 -1.9
H 0.940 -5.917 3.622 0.4 0.3 -0.4
H 0.197 -4.350 3.017 0.6 0.1 0.1
H -0.742 -5.621 3.594 -0.3 -0.1 0.5
H -0.510 -3.905 5.373 0.4 0.4 0.1
H 1.256 -3.924 5.061 0.0 0.0 1.1
H 1.079 -6.466 6.068 0.0 -0.1 -0.6
H -0.645 -6.248 6.261 -0.2 0.2 -0.7
H 1.738 -3.654 7.156 -0.4 0.1 0.4
H 2.690 -5.118 7.335 -0.3 -0.4 0.0
H 1.985 -4.427 8.815 0.3 0.5 -0.2
H -0.718 -3.559 8.033 0.3 -0.2 -0.3
H -1.576 -5.135 7.961 0.1 0.1 -0.6
H -0.013 -4.105 10.285 0.0 0.3 -0.2
H -1.506 -4.912 10.315 -0.3 0.1 -0.6
H 1.131 -5.954 10.540 -0.2 -0.3 0.3
H -0.377 -6.953 10.489 0.2 0.2 0.2
H 1.519 -7.099 8.350 0.0 -0.3 0.7
H -0.245 -7.308 8.225 0.1 0.0 -0.1
C -6.365 -4.984 -0.959 -0.5 1.2 -0.3
C -5.496 -3.812 -0.546 0.5 1.1 0.9
C -6.384 -2.564 -0.070 2.2 -1.1 -1.3
N -5.561 -1.224 0.243 -0.8 -0.5 0.2
C -4.486 -1.587 1.232 -0.8 0.5 -0.1
C -6.583 -0.150 0.859 0.2 -0.5 -0.9
C -6.544 1.037 -0.084 0.3 0.3 0.2
C -5.959 0.498 -1.410 -0.2 0.5 0.4
C -4.938 -0.515 -0.994 -0.2 -1.2 0.2
H -5.795 -5.912 -0.952 -0.2 0.1 -0.6
H -6.742 -4.597 -1.905 -0.4 -1.3 -0.4
H -7.222 -5.121 -0.298 0.0 0.0 0.1
H -4.842 -3.493 -1.358 -0.1 -0.1 -0.2
H -4.824 -4.231 0.204 0.0 0.7 0.6
H -6.892 -3.053 0.761 -0.3 1.4 0.6
H -7.059 -2.330 -0.893 -0.2 0.2 0.3
H -5.064 -2.064 2.023 0.7 -0.2 0.3
H -3.992 -0.677 1.572 -0.1 0.1 0.1
H -3.750 -2.227 0.746 -0.3 -0.2 0.1
H -6.284 0.105 1.876 0.1 -0.3 -0.1
H -7.609 -0.514 0.813 0.4 -0.8 0.3
H -5.938 1.790 0.420 0.4 0.2 -0.6
H -7.545 1.455 -0.187 0.1 -0.1 -0.2
H -5.505 1.278 -2.021 -0.1 0.0 0.0
H -6.722 -0.011 -2.000 -0.2 0.2 0.0
H -3.946 -0.124 -0.769 -0.3 0.4 0.9
H -4.708 -1.240 -1.775 -0.5 -0.4 0.0
C -3.483 -3.394 -8.905 -0.2 0.6 0.4
C -3.580 -1.879 -8.592 1.7 0.0 1.4
C -3.306 -1.642 -7.071 0.0 0.6 0.3
N -3.231 -0.153 -6.595 1.1 0.2 1.1
C -2.012 0.577 -7.269 -1.1 -0.3 0.8
C -4.622 0.621 -6.749 1.9 -0.9 0.8
C -4.552 1.772 -5.650 -1.5 -1.3 -2.0
C -3.513 1.362 -4.656 0.6 0.0 0.1
C -3.052 -0.054 -5.010 -0.8 0.6 -1.7
H -3.357 -3.552 -9.976 -0.9 -0.1 0.0
H -4.333 -3.866 -8.413 -0.1 -0.4 -0.7
H -2.585 -3.883 -8.528 0.2 0.4 0.5
H -4.526 -1.400 -8.841 0.0 -0.3 -0.3
H -2.739 -1.415 -9.108 -0.3 0.4 -0.3
H -2.371 -2.055 -6.692 0.4 0.0 -0.6
H -4.028 -2.149 -6.432 -0.6 0.3 -0.1
H -1.045 0.105 -7.091 -0.4 -0.9 0.1
H -1.880 1.531 -6.758 -0.6 0.3 -0.4
H -2.181 0.636 -8.344 -0.1 0.3 0.2
H -4.657 0.832 -7.818 -0.4 0.6 0.3
H -5.313 -0.186 -6.504 -0.3 0.3 -0.1
H -4.341 2.684 -6.209 0.0 0.2 0.5
H -5.478 1.848 -5.079 -0.4 0.2 -0.8
H -2.824 2.204 -4.704 0.8 -0.7 0.7
H -3.937 1.227 -3.660 0.1 0.7 0.1
H -2.083 -0.330 -4.593 0.1 -0.2 -0.6
H -3.844 -0.697 -4.628 0.3 -0.4 0.0
C -2.709 -3.370 -3.360 -0.1 0.1 0.8
C -1.697 -4.297 -3.987 1.4 -1.3 -1.1
C -0.393 -4.528 -3.182 0.9 0.8 -0.9
N 0.834 -5.264 -3.853 -1.5 -1.9 0.1
C 0.313 -6.728 -4.258 1.1 1.9 -0.9
C 1.983 -5.373 -2.807 -0.7 1.0 -0.2
C 2.998 -4.319 -3.278 -0.6 -1.2 1.2
C 2.993 -4.562 -4.736 0.0 0.9 -1.4
C 1.475 -4.582 -5.088 1.0 -0.9 0.5
H -2.366 -2.352 -3.178 0.5 0.1 -0.3
H -2.996 -3.698 -2.361 -0.3 -0.3 -0.1
H -3.593 -3.279 -3.992 -0.1 -0.3 0.1
H -1.486 -3.972 -5.006 0.4 0.5 -0.1
H -2.058 -5.301 -4.208 -0.8 0.0 0.4
H -0.622 -5.081 -2.271 0.2 0.1 0.0
H 0.051 -3.556 -2.969 -0.1 0.1 0.5
H -0.295 -6.539 -5.143 -0.8 -0.2 0.6
H -0.138 -7.242 -3.409 0.0 0.2 -0.2
H 1.139 -7.263 -4.726 0.3 -0.1 0.7
H 2.386 -6.385 -2.831 -0.1 0.1 0.0
H 1.536 -5.118 -1.846 0.1 -0.4 0.1
H 3.949 -4.524 -2.787 0.0 0.4 -0.1
H 2.596 -3.329 -3.065 0.3 0.1 0.2
H 3.565 -5.446 -5.018 -0.5 -0.3 0.0
H 3.504 -3.754 -5.259 -0.2 0.1 -0.2
H 1.315 -5.197 -5.974 -0.4 0.2 0.1
H 1.083 -3.573 -5.210 -0.1 -0.1 0.1
C 5.028 6.136 4.977 -0.1 -0.7 0.2
C 4.124 4.964 5.407 -0.9 -0.3 -0.1
C 3.003 4.662 4.370 0.5 0.0 0.1
N 2.131 3.417 4.641 0.2 -0.2 0.5
C 2.990 2.167 4.347 -0.8 1.3 -0.2
C 0.906 3.415 3.712 0.0 0.0 1.0
C -0.015 4.451 4.320 -0.6 0.3 -0.1
C 0.237 4.432 5.847 0.3 -0.4 0.4
C 1.450 3.471 6.040 -0.3 0.1 -0.9
H 4.423 6.997 4.694 0.2 -0.1 -0.5
H 5.708 5.747 4.220 -0.2 0.6 -0.4
H 5.675 6.492 5.778 -0.2 -0.3 0.2
H 3.623 5.206 6.344 0.2 -0.1 0.2
H 4.702 4.047 5.518 0.2 0.1 0.3
H 3.449 4.456 3.397 -0.1 0.2 -0.2
H 2.352 5.533 4.292 -0.1 -0.2 0.0
H 3.270 2.401 3.320 0.4 -0.6 -0.1
H 2.391 1.258 4.408 -0.2 0.1 0.2
H 3.863 2.094 4.995 -0.2 0.3 0.0
H 0.421 2.448 3.843 0.3 -0.2 0.0
H 1.123 3.596 2.659 0.6 0.0 0.2
H -1.040 4.138 4.121 -0.1 0.1 -0.1
H 0.115 5.401 3.801 0.1 0.3 0.5
H -0.642 4.060 6.373 0.1 -0.5 -0.2
H 0.375 5.371 6.383 0.4 0.3 -0.7
H 1.101 2.455 6.225 0.1 0.0 0.0
H 2.157 3.775 6.812 0.0 -0.1 -0.3
C -5.084 4.389 -2.206 -0.3 0.9 0.6
C -4.142 4.695 -1.073 1.8 -1.9 0.8
C -3.282 5.933 -1.257 -0.4 0.2 -0.4
N -2.282 6.260 -0.152 -0.7 0.9 0.2
C -3.044 6.448 1.130 0.7 -1.7 0.3
C -1.151 5.126 0.083 -0.5 2.0 -2.9
C 0.125 5.981 0.057 0.0 -1.4 1.1
C -0.104 7.172 -0.832 -1.2 0.6 0.4
C -1.562 7.599 -0.479 1.0 -0.5 0.5
H -5.657 3.496 -1.954 -0.1 0.1 -0.1
H -4.559 4.254 -3.152 -0.1 0.1 -0.1
H -5.740 5.260 -2.212 -0.5 -0.3 -0.8
H -3.510 3.814 -0.964 0.7 -0.1 -0.1
H -4.611 4.594 -0.095 -0.5 0.8 -0.1
H -3.987 6.743 -1.442 0.2 0.7 0.9
H -2.750 5.968 -2.208 0.5 -0.6 0.0
H -3.303 5.409 1.334 -0.7 0.3 0.6
H -3.915 7.102 1.086 0.3 0.1 -0.3
H -2.308 6.721 1.885 -0.3 0.3 0.0
H -1.394 4.415 0.872 -0.1 0.4 0.2
H -1.204 4.652 -0.898 -0.1 -0.6 0.1
H 0.305 6.209 1.108 0.3 0.7 -0.1
H 1.009 5.431 -0.266 -0.1 -0.4 0.1
H 0.650 7.911 -0.560 -0.3 0.3 -0.3
H -0.037 6.948 -1.897 0.2 -0.2 0.0
H -1.557 8.176 0.445 0.1 -0.2 0.1
H -2.131 8.222 -1.170 0.1 -0.5 -0.4
Br -3.158 2.138 1.690 0.3 -0.2 -0.5
Br 0.557 -1.060 5.173 0.5 0.1 -0.4
Br 3.385 3.303 0.267 -0.5 -0.3 0.0
```
Positions in Å, forces in eV/Å.

Total charge: +6
M, g/mol: 1393.9
LUMO level, eV: -11.03
Kohn-Sham gap, eV: 6.31